1.
Below is a cluster of 10 separate species, C34H84Br3NO30S9 in total at a distorted geometry, with properties calculated with ωB97M-V/def2-TZVPD.

Values from the calculation:
- Molar mass: 1515.34 g/mol
- Lowest unoccupied orbital energy: -1.5 eV
- DFT total energy: -14963.26879 hartree
- Highest occupied orbital energy: -0.3274 hartree
- Net charge: 0

CARTESIAN COORDINATES (ANGSTROEM)
1 C 2.733 -3.578 3.954
2 C 1.682 -3.208 2.778
3 O 2.443 -2.396 1.804
4 C 1.133 -4.476 1.948
5 N -0.135 -5.088 2.469
6 Br 0.027 -5.795 4.227
7 C -0.487 -6.302 1.596
8 O -1.277 -7.216 2.012
9 O 0.074 -6.463 0.332
10 C -1.340 -4.171 2.485
11 Br -1.667 -3.423 4.335
12 C -1.357 -3.046 1.337
13 C -1.406 -3.611 -0.173
14 Br -3.095 -2.040 1.596
15 H 3.420 -4.456 3.702
16 H 2.095 -3.793 4.899
17 H 3.381 -2.658 4.227
18 H 0.846 -2.494 3.148
19 H 3.168 -3.015 1.528
20 H 1.110 -4.182 0.844
21 H 1.948 -5.297 2.038
22 H -2.261 -4.848 2.290
23 H -0.544 -2.236 1.451
24 H -2.106 -2.924 -0.775
25 H -0.352 -3.459 -0.629
26 H -1.726 -4.705 -0.268
27 O 5.901 1.757 0.126
28 S 5.484 0.378 0.155
29 O 6.314 -0.659 0.710
30 O 5.025 -0.063 -1.333
31 C 5.938 0.123 -2.415
32 C 7.015 -0.947 -2.427
33 C 3.891 0.283 0.917
34 H 6.375 1.125 -2.385
35 H 5.354 0.055 -3.337
36 H 7.675 -0.848 -1.563
37 H 7.625 -0.869 -3.329
38 H 6.571 -1.944 -2.382
39 H 3.239 1.034 0.471
40 H 4.016 0.481 1.982
41 H 3.491 -0.719 0.770
42 O -4.359 -7.884 -3.162
43 S -2.976 -7.558 -2.916
44 O -2.524 -6.194 -2.822
45 O -2.053 -8.341 -3.991
46 C -2.333 -8.172 -5.379
47 C -1.815 -6.843 -5.896
48 C -2.432 -8.432 -1.477
49 H -3.404 -8.283 -5.574
50 H -1.826 -8.985 -5.905
51 H -2.367 -6.009 -5.458
52 H -1.919 -6.784 -6.982
53 H -0.763 -6.709 -5.631
54 H -2.731 -9.476 -1.563
55 H -2.906 -7.976 -0.607
56 H -1.348 -8.342 -1.398
57 O 2.834 -4.165 -1.426
58 S 2.676 -3.662 -2.768
59 O 1.397 -3.638 -3.426
60 O 3.745 -4.400 -3.733
61 C 3.758 -5.827 -3.767
62 C 2.617 -6.377 -4.602
63 C 3.381 -2.040 -2.852
64 H 3.742 -6.238 -2.754
65 H 4.709 -6.123 -4.218
66 H 1.653 -6.177 -4.129
67 H 2.716 -7.457 -4.726
68 H 2.598 -5.905 -5.588
69 H 4.369 -2.062 -2.397
70 H 2.729 -1.363 -2.302
71 H 3.439 -1.734 -3.897
72 O -2.870 -0.773 -1.853
73 S -3.740 -0.234 -2.867
74 O -3.252 0.140 -4.168
75 O -4.567 1.008 -2.242
76 C -3.839 2.076 -1.636
77 C -3.232 3.000 -2.676
78 C -5.115 -1.330 -3.078
79 H -3.074 1.687 -0.957
80 H -4.551 2.639 -1.028
81 H -2.447 2.492 -3.241
82 H -2.791 3.879 -2.201
83 H -3.989 3.325 -3.394
84 H -5.520 -1.582 -2.098
85 H -4.752 -2.229 -3.577
86 H -5.866 -0.838 -3.696
87 O 4.384 -0.421 5.156
88 S 4.938 0.767 5.761
89 O 6.209 0.758 6.438
90 O 3.831 1.425 6.740
91 C 3.254 0.611 7.761
92 C 4.198 0.440 8.936
93 C 4.958 2.061 4.550
94 H 2.945 -0.357 7.357
95 H 2.349 1.121 8.099
96 H 5.074 -0.150 8.654
97 H 3.698 -0.073 9.761
98 H 4.561 1.409 9.287
99 H 3.983 2.106 4.066
100 H 5.731 1.824 3.819
101 H 5.190 3.004 5.045
102 O -4.416 -1.133 4.631
103 S -5.826 -1.113 4.335
104 O -6.563 0.119 4.234
105 O -6.592 -2.096 5.367
106 C -6.404 -1.894 6.767
107 C -7.219 -0.719 7.275
108 C -6.116 -2.063 2.869
109 H -5.343 -1.771 7.002
110 H -6.740 -2.807 7.266
111 H -6.848 0.222 6.866
112 H -7.168 -0.658 8.365
113 H -8.265 -0.814 6.972
114 H -5.599 -3.018 2.958
115 H -5.724 -1.502 2.021
116 H -7.190 -2.211 2.753
117 O -4.925 4.653 -5.148
118 S -5.792 5.199 -6.161
119 O -5.300 5.578 -7.459
120 O -6.617 6.441 -5.532
121 C -5.887 7.504 -4.920
122 C -5.275 8.429 -5.955
123 C -7.169 4.108 -6.380
124 H -5.125 7.110 -4.241
125 H -6.599 8.066 -4.311
126 H -4.491 7.922 -6.521
127 H -4.833 9.305 -5.476
128 H -6.030 8.759 -6.673
129 H -7.577 3.853 -5.402
130 H -6.808 3.210 -6.882
131 H -7.917 4.605 -6.997
132 O -3.296 10.745 -8.271
133 S -3.424 11.264 -9.609
134 O -4.691 11.303 -10.291
135 O -2.340 10.532 -10.560
136 C -2.331 9.105 -10.611
137 C -3.457 8.571 -11.476
138 C -2.708 12.883 -9.662
139 H -2.370 8.682 -9.604
140 H -1.373 8.811 -11.046
141 H -4.430 8.768 -11.020
142 H -3.360 7.491 -11.611
143 H -3.455 9.054 -12.456
144 H -1.728 12.851 -9.188
145 H -3.368 13.559 -9.118
146 H -2.628 13.198 -10.703
147 O 6.348 1.935 12.317
148 S 7.733 2.257 12.545
149 O 8.197 3.617 12.622
150 O 8.644 1.455 11.472
151 C 8.356 1.607 10.083
152 C 8.880 2.927 9.549
153 C 8.286 1.394 13.989
154 H 7.284 1.501 9.895
155 H 8.855 0.786 9.563
156 H 8.335 3.769 9.981
157 H 8.769 2.974 8.463
158 H 9.934 3.057 9.806
159 H 7.979 0.351 13.917
160 H 7.822 1.863 14.857
161 H 9.370 1.478 14.056

2.
Below is a cluster of 6 separate species, H11S6 in total at a distorted geometry, with properties calculated with ωB97M-V/def2-TZVPD.

Values from the calculation:
- Molar mass: 203.49 g/mol
- ΔE to the lowest compared entry with this formula, charge and spin: 129.4 kJ/mol
- Lowest unoccupied orbital energy: 2.8 eV
- DFT total energy: -2395.69351 hartree
- Highest occupied orbital energy: -0.1360 hartree
- Net charge: -1

CARTESIAN COORDINATES (ANGSTROEM)
1 S -2.199 3.494 1.156
2 H -1.404 2.558 1.769
3 S -3.008 0.841 -1.209
4 H -1.746 0.720 -0.581
5 H -3.018 1.984 -1.732
6 S 0.004 -0.083 0.373
7 H 0.730 -0.059 -0.797
8 H -3.044 2.605 0.419
9 S 3.587 -2.702 4.504
10 H 3.138 -1.707 3.724
11 H 3.724 -3.838 3.907
12 S -2.919 -3.450 -1.612
13 H -3.690 -2.679 -0.800
14 H -1.759 -2.883 -1.336
15 S 4.437 1.976 -3.109
16 H 5.066 0.927 -2.490
17 H 3.576 1.137 -3.712

3.
Below is a cluster of 5 separate species, C13H32Br4O9S3 in total at a distorted geometry, with properties calculated with ωB97M-V/def2-TZVPD.

Values from the calculation:
- Molar mass: 748.21 g/mol
- SMILES string: CCOS(C)(=O)=O.CCOS(C)(=O)=O.CCOS(C)(=O)=O.BrCCBr.BrCCBr
- Lowest unoccupied orbital energy: 0.2 eV
- DFT total energy: -12682.24271 hartree
- Highest occupied orbital energy: -0.3779 hartree
- Net charge: 0

CARTESIAN COORDINATES (ANGSTROEM)
1 Br -1.558 -0.454 -0.224
2 C -2.015 1.028 -1.433
3 C -1.973 2.276 -0.586
4 Br -2.100 3.820 -1.785
5 H -2.961 0.745 -1.878
6 H -1.230 1.046 -2.183
7 H -1.017 2.378 -0.082
8 H -2.760 2.414 0.148
9 Br -3.000 -0.823 5.489
10 C -3.218 0.755 4.382
11 C -2.045 0.937 3.463
12 Br -0.248 0.966 4.226
13 H -3.367 1.632 5.010
14 H -4.127 0.696 3.783
15 H -2.185 1.880 2.933
16 H -1.927 0.155 2.720
17 O -0.251 1.545 -4.478
18 S -0.152 0.389 -5.334
19 O -0.831 0.379 -6.610
20 O 1.355 -0.008 -5.671
21 C 2.240 -0.457 -4.640
22 C 2.408 0.457 -3.438
23 C -0.729 -1.038 -4.339
24 H 3.234 -0.557 -5.067
25 H 1.960 -1.435 -4.245
26 H 2.991 1.338 -3.714
27 H 2.938 -0.057 -2.634
28 H 1.474 0.754 -2.964
29 H -0.515 -1.966 -4.866
30 H -1.790 -0.904 -4.161
31 H -0.146 -1.037 -3.419
32 O 0.653 -4.103 1.172
33 S 0.896 -3.670 2.535
34 O 1.874 -2.659 2.817
35 O -0.511 -3.172 3.182
36 C -1.650 -3.998 2.895
37 C -2.790 -3.134 2.390
38 C 1.244 -5.106 3.557
39 H -1.977 -4.489 3.818
40 H -1.431 -4.759 2.148
41 H -2.493 -2.742 1.415
42 H -3.046 -2.254 2.981
43 H -3.684 -3.754 2.322
44 H 0.988 -5.036 4.608
45 H 2.253 -5.443 3.327
46 H 0.644 -5.924 3.143
47 O 2.718 0.200 -0.152
48 S 2.716 1.611 0.116
49 O 3.924 2.394 -0.033
50 O 1.496 2.196 -0.806
51 C 1.829 3.382 -1.585
52 C 1.594 4.592 -0.674
53 C 1.998 1.832 1.787
54 H 1.071 3.479 -2.363
55 H 2.818 3.289 -2.018
56 H 1.584 5.546 -1.200
57 H 2.434 4.707 0.024
58 H 0.725 4.454 -0.035
59 H 0.922 1.948 1.773
60 H 2.438 2.786 2.082
61 H 2.306 0.973 2.370

4.
Below is a structure of composition C12H36FGaIO7 at a distorted geometry, with properties calculated with ωB97M-V/def2-TZVPD.

Values from the calculation:
- Molar mass: 508.04 g/mol
- Lowest unoccupied orbital energy: 2.5 eV
- DFT total energy: -3327.76238 hartree
- Highest occupied orbital energy: -0.2036 hartree
- Net charge: -1

CARTESIAN COORDINATES (ANGSTROEM)
1 C -3.145 -2.474 -1.474
2 C -2.794 -1.544 -0.782
3 Ga -2.257 0.201 0.084
4 F -0.625 -0.137 0.868
5 C -3.592 0.814 1.505
6 I -5.229 1.803 0.498
7 C -2.967 1.819 2.482
8 C -2.040 2.836 1.828
9 H -3.389 -3.233 -2.174
10 H -2.145 1.335 -1.013
11 H -3.983 -0.028 2.063
12 H -2.418 1.257 3.238
13 H -3.773 2.344 2.996
14 H -1.038 2.420 1.742
15 H -1.955 3.740 2.430
16 H -2.384 3.133 0.842
17 C 1.096 -2.668 2.441
18 O 1.434 -1.287 2.520
19 H 1.773 -3.219 3.094
20 H 0.066 -2.839 2.769
21 H 1.205 -3.041 1.423
22 H 0.836 -0.833 1.910
23 C 2.052 -5.475 -0.757
24 O 0.970 -5.051 0.064
25 H 2.819 -5.897 -0.110
26 H 1.730 -6.240 -1.472
27 H 2.461 -4.618 -1.294
28 H 0.300 -4.663 -0.507
29 C 1.036 2.691 -2.574
30 O 0.412 3.050 -1.353
31 H 1.645 3.539 -2.886
32 H 1.684 1.817 -2.445
33 H 0.302 2.482 -3.356
34 H -0.129 2.301 -1.074
35 C 2.134 6.367 -0.751
36 O 2.947 5.489 -1.521
37 H 2.400 7.384 -1.033
38 H 1.074 6.205 -0.956
39 H 2.314 6.239 0.319
40 H 2.705 4.591 -1.269
41 C 0.369 -1.876 6.361
42 O 0.755 -0.635 5.797
43 H -0.220 -1.662 7.251
44 H -0.245 -2.456 5.665
45 H 1.238 -2.474 6.651
46 H 1.259 -0.826 4.994
47 C 3.264 -2.032 -3.067
48 O 2.761 -2.453 -1.807
49 H 3.697 -2.904 -3.553
50 H 2.467 -1.635 -3.701
51 H 4.041 -1.271 -2.953
52 H 2.374 -1.687 -1.371
53 C -2.002 0.266 -4.719
54 O -2.675 0.618 -3.528
55 H -1.427 1.134 -5.038
56 H -1.312 -0.570 -4.556
57 H -2.700 -0.001 -5.520
58 H -3.175 -0.145 -3.216

- What is the formula in the second record?
  H11S6